The following is a quantum chemistry calculation of a gas-phase ion, C5H11NO8PS (charge -1) at a distorted geometry, from the Open Molecules 2025 dataset.

Results
LUMO level, eV: 2.33
Charge: -1
SMILES string: N[C@@](CCCS(=O)(=O)O)(C(=O)[O-])P(=O)(O)O
Frontier orbital gap, eV: 6.79

XYZ file:
```
27
Properties=species:S:1:pos:R:3:mulliken_charge:R:1
N 0.0106 1.2939 -1.0299 -0.62
C 0.1533 1.3011 0.4277 1.35
C 0.4557 -0.1068 0.9537 -1.61
C -0.5029 -1.2214 0.4524 -0.55
C 0.2459 -2.4094 -0.1900 -0.85
S 0.5085 -2.2406 -1.9408 1.20
O 1.7601 -1.5711 -2.1249 -0.64
O -0.5964 -1.6350 -2.5876 -0.58
O 0.7088 -3.7361 -2.4971 -0.51
C 1.4232 2.1689 0.7692 0.20
O 2.4147 1.9923 0.0202 -0.74
O 1.4007 2.9287 1.7617 -0.71
P -1.4389 1.9690 1.0832 0.60
O -2.3870 0.8688 1.3916 -0.76
O -1.3039 2.9153 2.3606 -0.48
O -2.1046 2.8610 -0.0690 -0.54
H 0.4385 2.1179 -1.4208 0.30
H 0.4385 0.4731 -1.4270 0.10
H 1.4717 -0.3408 0.6349 0.64
H 0.4399 -0.0352 2.0410 0.44
H -0.9619 -1.6527 1.3414 0.31
H -1.3197 -0.8596 -0.1629 0.52
H 1.1807 -2.6156 0.3239 0.39
H -0.3719 -3.2966 -0.0298 0.47
H 1.6559 -3.7978 -2.6811 0.36
H -0.9694 2.3569 3.0709 0.35
H -2.7501 2.2719 -0.4714 0.34
```


The following is a quantum chemistry calculation of 2 unconnected molecules or ions with the total composition C4H10NO2 at a distorted geometry, from the Open Molecules 2025 dataset.

Results
LUMO level, eV: -7.89
Charge: +1
ΔE to the lowest compared entry with this formula, charge and spin, kcal per mole: 146.23
Frontier orbital gap, eV: 6.38

XYZ file:
```
17
Properties=species:S:1:pos:R:3:mulliken_charge:R:1
C 1.4517 0.5072 -1.0586 -0.63
O 1.8332 -0.5594 -1.9476 -0.46
C 0.2381 -0.2125 -0.3386 0.44
C -0.0161 0.5659 0.8524 -0.80
C -1.6679 -0.1790 1.9782 -0.14
O -2.4052 -0.4432 1.0365 -0.39
N -0.8859 -0.3767 -1.2293 -0.50
H 1.0957 1.4383 -1.4953 0.35
H 2.2725 0.6427 -0.3557 0.43
H 2.7293 -0.3316 -2.2295 0.32
H 0.6089 -1.2249 -0.1349 0.30
H -0.4575 1.5467 0.6157 0.43
H 0.7497 0.3961 1.6342 0.43
H -1.1051 -0.9881 2.4978 0.32
H -1.8994 0.6739 2.6604 0.35
H -0.8089 -1.2051 -1.8015 0.28
H -1.7330 -0.2502 -0.6843 0.26
```


The following is a quantum chemistry calculation of a molecular structure, C29H27BiI2N6Sb2Se4 at a distorted geometry, from the Open Molecules 2025 dataset.

Results
LUMO level, eV: -0.96
ΔE to the lowest compared entry with this formula, charge and spin, kcal per mole: 49.72
Frontier orbital gap, eV: 5.11

XYZ file:
```
71
Properties=species:S:1:pos:R:3:mulliken_charge:R:1
Bi -0.5865 0.2240 -1.6873 1.65
C -1.4058 -1.7567 -4.5822 -1.48
C 0.0442 -1.8773 -4.5088 0.92
C 0.8970 -2.2435 -5.6170 -0.65
C 2.2375 -2.4074 -5.4791 -0.68
C 2.7748 -2.1941 -4.2170 -0.85
C 1.9104 -1.7668 -3.1777 0.46
N 0.6270 -1.6200 -3.3019 -0.19
Sb 3.1468 -1.7371 -1.4769 0.84
C 2.1945 -2.5794 0.2401 0.03
C 2.9299 -3.4332 1.0961 -0.95
C 2.3595 -3.8621 2.3136 -0.47
C 1.0495 -3.4923 2.5893 -0.74
C 0.3352 -2.6827 1.6536 0.59
C -1.0671 -2.2880 1.8394 -0.54
N 0.9339 -2.2140 0.5368 0.34
C 3.2808 0.2318 -0.5358 0.30
C 4.3323 0.9941 -0.8469 -0.89
C 4.5396 2.1462 -0.0799 -0.46
C 3.7377 2.4262 1.0541 -0.90
C 2.7053 1.5108 1.2924 0.51
C 1.8528 1.6012 2.5292 -0.84
N 2.4823 0.4345 0.5305 0.21
H -1.8366 -0.7464 -4.6184 0.09
H -1.8310 -2.2933 -3.7644 0.18
H -1.6929 -2.1473 -5.5418 0.50
H 0.3316 -2.3417 -6.5201 0.43
H 2.8670 -2.6483 -6.3614 0.37
H 3.7942 -2.4153 -4.0651 0.47
H 3.8488 -3.9046 0.7737 0.41
H 2.9083 -4.5675 2.9063 0.44
H 0.5812 -3.6984 3.5995 0.31
H -1.4541 -1.7429 0.9546 -0.71
H -1.1227 -1.5958 2.7237 0.27
H -1.6685 -3.1829 1.9663 0.51
H 4.9166 0.8286 -1.6920 0.54
H 5.3743 2.8279 -0.3499 0.34
H 3.8326 3.2509 1.7383 0.48
H 2.3757 1.1690 3.4502 0.28
H 0.9808 0.9033 2.3355 -0.10
H 1.4885 2.5925 2.7253 0.43
I 1.0944 3.6393 -2.1190 0.00
C 0.5991 3.6386 -4.3031 -0.91
I -2.7062 -1.4626 -1.1178 -0.35
H 1.4537 3.3827 -4.8989 0.43
H 0.2285 4.6498 -4.4266 0.38
Se -5.1997 -2.0586 -7.8307 -0.57
Sb -4.0781 -0.2273 -8.7149 0.23
Se -2.3370 1.6023 -3.1980 -0.33
Se -2.3520 0.4462 -7.1679 -0.47
Se -0.9595 2.2043 -4.9464 0.11
N -3.4995 0.8670 8.9360 -0.45
C -3.3083 0.9206 7.8159 -0.07
C -3.0399 0.9530 6.4031 0.49
C -3.6488 0.1498 5.5087 -0.81
C -3.4957 0.3643 4.1384 -0.06
C -2.6910 1.4056 3.7304 0.77
C -2.0214 2.2487 4.6381 -0.45
C -2.2749 2.0526 5.9809 -1.15
N -2.3909 1.6992 2.3859 0.23
C -2.1454 2.9618 1.8708 -0.63
C -1.5822 2.7697 0.6993 -0.80
N -1.5248 1.3858 0.4085 0.29
C -2.0364 0.7991 1.4699 0.29
H -4.3496 -0.5714 5.8062 0.49
H -3.8574 -0.2895 3.3268 0.49
H -1.4291 3.0444 4.3026 0.49
H -1.8764 2.6593 6.7433 0.44
H -2.3603 3.8522 2.4790 0.56
H -1.2583 3.4516 -0.0636 0.44
H -1.9588 -0.2407 1.7182 -0.53
```


The following is a quantum chemistry calculation of a single C14H22OS molecule at a distorted geometry, from the Open Molecules 2025 dataset.

Results
LUMO level, eV: 0.48
ΔE to the lowest compared entry with this formula, charge and spin, kcal per mole: 0.00
SMILES string: CS[C@@H](C)CC(=O)C1=C(C)C=CCC1(C)C
Frontier orbital gap, eV: 8.67

XYZ file:
```
38
Properties=species:S:1:pos:R:3:mulliken_charge:R:1
C 1.3180 -3.9242 2.1380 -0.90
S 0.4834 -2.9627 0.8094 -0.03
C 1.9256 -1.9875 0.2019 0.35
C 2.7896 -2.8252 -0.7731 -1.40
C 1.4893 -0.7019 -0.4778 -1.19
C 0.7625 0.2961 0.4065 -0.15
O 1.1474 0.4249 1.5688 -0.64
C -0.3328 1.1274 -0.1748 -0.17
C -0.0915 2.0951 -1.1651 1.68
C 1.3077 2.4253 -1.6512 -1.73
C -1.2177 2.8691 -1.7187 -0.59
C -2.5244 2.5252 -1.5358 -0.75
C -2.7941 1.2521 -0.7885 -0.92
C -1.7609 1.0212 0.3562 1.65
C -1.9938 -0.3917 0.9668 -1.70
C -1.9020 2.0860 1.4702 -1.60
H 1.8957 -3.2533 2.7975 0.26
H 1.9743 -4.6669 1.6920 0.29
H 0.5511 -4.4335 2.7380 0.36
H 2.5735 -1.7267 1.0350 0.42
H 2.1739 -3.2080 -1.5883 0.35
H 3.1780 -3.7237 -0.2420 0.33
H 3.6278 -2.2489 -1.1795 0.40
H 0.8630 -0.9198 -1.3398 0.38
H 2.4001 -0.2142 -0.8061 0.39
H 2.0788 2.1314 -0.9618 0.35
H 1.5000 1.9095 -2.6088 0.28
H 1.4110 3.4968 -1.7891 0.48
H -0.9915 3.7251 -2.3301 0.41
H -3.3320 3.1941 -1.8489 0.37
H -2.7609 0.4212 -1.4869 0.37
H -3.7626 1.3848 -0.3428 0.41
H -1.2364 -0.6541 1.7300 0.38
H -1.9637 -1.1905 0.1807 0.32
H -2.9759 -0.4660 1.4474 0.42
H -1.7189 3.0847 1.0669 0.39
H -1.1830 1.9001 2.3261 0.28
H -2.9087 2.1285 1.8774 0.44
```


The following is a quantum chemistry calculation of a molecular structure, C2H10N2O2P at a distorted geometry, from the Open Molecules 2025 dataset.

Results
LUMO level, eV: -3.33
Charge: +1
ΔE to the lowest compared entry with this formula, charge and spin, kcal per mole: 154.87
Frontier orbital gap, eV: 8.64

XYZ file:
```
17
Properties=species:S:1:pos:R:3:mulliken_charge:R:1
C 0.3328 -1.4402 0.4285 -0.27
C -1.5333 -0.2201 -0.1505 -0.17
N 0.9812 -0.2663 1.0026 -0.37
N -0.7454 0.3514 -1.2141 -0.52
O 0.7302 -1.9889 -0.6774 -0.39
O -1.4688 0.7186 0.8024 -0.42
P 0.9014 1.2027 0.0746 0.22
H -0.1845 -1.9828 1.2435 0.41
H -2.2415 -0.9896 -0.3456 0.44
H 0.9756 -0.1562 1.9655 0.35
H -0.4416 -0.2770 -1.9288 0.28
H -0.9000 1.3127 -1.6435 0.35
H 1.6199 0.9260 -1.1068 0.11
H 1.5680 -1.5657 -0.8413 0.40
H -1.4439 0.3604 1.6696 0.33
H 0.0702 2.2868 -0.3454 0.09
H 1.7795 1.7282 1.0668 0.15
```


The following is a quantum chemistry calculation of a molecular structure, C49H32I4N6Os, from the Open Molecules 2025 dataset.

Results
LUMO level (alpha / beta), eV: -6.96 / -6.95
Charge: +2
Frontier orbital gap (alpha / beta), eV: 5.23 / 5.24

XYZ file:
```
92
Properties=species:S:1:pos:R:3:mulliken_charge:R:1
Os 0.5141 0.3284 0.6443 0.91
I 8.1674 -3.7113 5.2627 0.17
C 6.5431 -2.8327 4.3096 -0.11
C 5.9706 -3.4519 3.2041 -0.74
C 4.8862 -2.8658 2.5722 -0.11
C 4.3705 -1.6552 3.0282 -0.68
C 4.9491 -1.0458 4.1375 -0.02
C 6.0307 -1.6303 4.7789 -0.79
C 3.2008 -1.0353 2.3461 1.11
C 1.9582 -1.7457 2.4197 0.66
C 1.7534 -2.8890 3.2886 -1.35
C 0.5088 -3.3386 3.0601 -1.17
C -0.0638 -2.5019 2.0263 0.29
C -1.1687 -2.7652 1.2948 0.32
C -2.1370 -3.8243 1.6220 0.06
C -2.6596 -3.9040 2.9129 -0.27
C -3.5788 -4.8872 3.2405 -0.80
C -3.9808 -5.8046 2.2784 -0.13
I -5.3561 -7.2820 2.7632 0.18
C -3.4672 -5.7327 0.9873 -0.75
C -2.5606 -4.7410 0.6601 -0.35
C -1.3460 -1.8858 0.1457 0.28
N -1.2868 -0.4900 0.4550 -0.63
C -1.2086 0.2081 -0.7085 0.29
C -1.8437 1.5584 -0.8001 0.00
C -3.2971 1.6889 -1.0579 -0.46
C -3.8120 2.3503 -2.1675 0.04
C -5.1815 2.4340 -2.3666 -0.73
C -6.0502 1.8491 -1.4526 -0.27
I -8.1018 1.9539 -1.7579 0.19
C -5.5456 1.2021 -0.3297 -0.58
C -4.1761 1.1246 -0.1339 -0.49
C -1.0323 2.5636 -0.4582 0.28
C -1.1266 4.0143 -0.4914 -1.47
C 0.0951 4.4845 -0.1916 -0.94
C 0.9610 3.3359 0.1060 0.63
N 0.2671 2.2081 -0.0307 -0.33
C 2.3081 3.3616 0.4910 0.93
C 2.9340 2.1984 0.8934 0.33
C 4.3522 2.1116 1.1795 -1.19
C 4.6027 0.8902 1.6639 -1.05
C 3.3497 0.1651 1.7278 0.18
N 2.3352 0.9644 1.1371 -0.12
C 3.0492 4.6488 0.4649 -0.19
C 3.6026 5.1734 1.6303 -0.17
C 4.2838 6.3801 1.6082 -0.71
C 4.4178 7.0763 0.4135 -0.19
I 5.4438 8.8829 0.3736 0.17
C 3.8661 6.5667 -0.7558 -0.69
C 3.1854 5.3605 -0.7248 -0.27
C -1.2042 -0.7927 -1.9018 3.27
C -1.3963 -2.0999 -1.1679 -2.19
N 0.8740 -1.4779 1.6982 -0.37
H 6.3707 -4.3868 2.8367 0.40
H 4.4454 -3.3529 1.7101 0.50
H 4.5442 -0.1141 4.5142 0.53
H 6.4688 -1.1521 5.6441 0.40
H 2.4896 -3.2815 3.9691 0.56
H 0.0209 -4.1951 3.4952 0.59
H -2.3642 -3.1771 3.6591 0.60
H -3.9844 -4.9338 4.2416 0.40
H -3.7723 -6.4537 0.2417 0.40
H -2.1569 -4.7139 -0.3434 0.40
H -3.1428 2.8213 -2.8784 0.55
H -5.5718 2.9566 -3.2293 0.45
H -6.2194 0.7652 0.3946 0.44
H -3.7875 0.6221 0.7440 0.53
H -2.0123 4.5716 -0.7518 0.66
H 0.4182 5.5117 -0.1430 0.65
H 5.0500 2.9148 1.0123 0.64
H 5.5499 0.4850 1.9783 0.63
H 3.4874 4.6436 2.5684 0.53
H 4.7026 6.7807 2.5210 0.40
H 3.9719 7.1065 -1.6867 0.40
H 2.7676 4.9630 -1.6430 0.50
H 0.2834 -1.7054 -3.0484 0.39
H -1.4131 -3.0583 -1.6636 0.72
C -0.1705 2.1362 -4.7041 -1.49
C -0.5306 0.8982 -3.9702 0.56
C -1.8650 0.3827 -3.9384 -0.83
C -2.2396 -0.4679 -2.9611 0.25
N 0.1330 -0.8517 -2.5137 -0.40
N 0.3978 0.2514 -3.3233 0.06
C -3.5998 -1.0499 -2.8514 -1.41
H -0.7720 2.2241 -5.6066 0.42
H 0.8864 2.1672 -4.9654 0.44
H -0.4001 2.9958 -4.0677 0.27
H -2.5627 0.7387 -4.6838 0.47
H 1.3606 0.5652 -3.3227 0.35
H -4.2747 -0.6437 -3.6011 0.46
H -4.0116 -0.8676 -1.8557 0.24
H -3.5443 -2.1350 -2.9745 0.36
```


The following is a quantum chemistry calculation of 7 unconnected molecules or ions with the total composition C16H27Cl4F7N4O6S2 at a distorted geometry, from the Open Molecules 2025 dataset.

Results
LUMO level, eV: -1.57
Frontier orbital gap, eV: 7.12

XYZ file:
```
66
Properties=species:S:1:pos:R:3:mulliken_charge:R:1
N -18.1911 3.1977 -20.2530 -0.33
H -17.7135 3.3840 -21.1390 0.34
H -18.6105 4.0748 -19.9465 0.37
H -17.4841 2.7068 -19.6045 0.46
H -18.9617 2.5567 -20.4554 0.39
C -18.2071 0.8176 -17.3416 0.63
F -18.8039 2.0203 -17.4634 -0.22
F -18.5091 0.3893 -16.1405 -0.19
F -18.6309 0.0836 -18.3401 -0.21
S -16.3488 1.1415 -17.4232 0.74
O -15.9493 2.2048 -16.5323 -0.55
O -15.7525 -0.1610 -17.1634 -0.57
N -16.3775 1.6263 -19.0712 -0.46
S -15.0281 1.0674 -19.5673 1.38
O -13.9310 1.6341 -18.8043 -0.75
O -14.9795 -0.3373 -19.8471 -0.95
C -14.7982 1.8872 -21.2883 0.38
F -13.5383 1.7907 -21.6449 -0.20
F -15.5465 1.3466 -22.2527 -0.18
F -15.1526 3.1787 -21.1671 -0.21
C -13.9326 5.5008 -19.6792 -0.58
C -12.4506 5.8449 -19.4277 0.61
O -11.8127 6.4346 -20.2770 -0.64
N -11.9437 5.4437 -18.2468 -0.15
C -10.5628 5.6955 -17.9206 -1.02
H -14.5531 6.3314 -19.3423 0.34
H -14.1949 4.5581 -19.1992 -0.01
H -14.0594 5.4148 -20.7547 0.22
H -12.4703 4.9628 -17.5424 0.25
H -10.4910 5.6453 -16.8212 0.38
H -10.1744 6.6933 -18.0972 0.30
H -9.8602 4.8839 -18.1252 0.32
C -12.9806 -2.6287 -21.7378 -0.95
C -12.2865 -2.8482 -20.3965 0.76
O -11.2146 -3.4391 -20.3046 -0.67
N -12.8477 -2.2743 -19.3172 0.04
C -12.2134 -2.3863 -18.0296 -0.92
H -12.8368 -1.6324 -22.1490 0.18
H -14.0345 -2.8732 -21.6136 0.29
H -12.4757 -3.3419 -22.3873 0.32
H -13.6573 -1.6822 -19.4367 0.23
H -11.3733 -1.6764 -18.0047 0.30
H -11.7835 -3.3465 -17.7680 0.33
H -12.8357 -1.9633 -17.2396 0.28
C -16.8652 1.6112 -25.0059 0.13
Cl -18.0116 0.4911 -25.7548 -0.17
Cl -15.2028 1.0290 -25.0533 -0.14
H -16.8348 2.5357 -25.5750 0.33
H -17.1407 1.8562 -23.9872 -0.16
C -19.4634 4.4235 -15.5908 -0.07
Cl -17.8494 4.3878 -14.9114 -0.11
Cl -20.4990 5.4754 -14.6034 -0.17
H -19.4679 4.7634 -16.6217 0.15
H -19.8355 3.4061 -15.5609 0.17
F -15.2665 2.1776 -11.0706 -0.29
C -14.8829 1.1266 -11.8075 0.38
C -15.4629 0.9325 -13.0575 -0.44
C -15.1464 -0.2259 -13.7695 -0.15
C -14.3196 -1.1861 -13.2390 -0.56
C -13.7150 -0.9658 -12.0098 -0.40
C -14.0403 0.1428 -11.2604 -0.43
H -16.0496 1.6974 -13.5498 0.51
H -15.6401 -0.3643 -14.7216 0.27
H -14.1144 -2.0648 -13.8368 0.39
H -13.1651 -1.7945 -11.5800 0.34
H -13.6309 0.4186 -10.2960 0.38
```


The following is a quantum chemistry calculation of a single C7H10 molecule at a distorted geometry, from the Open Molecules 2025 dataset.

Results
LUMO level, eV: 1.09
ΔE to the lowest compared entry with this formula, charge and spin, kcal per mole: 67.18
SMILES string: C[C@]12C[C@@H]3[C@H](C1)[C@@H]32
Frontier orbital gap, eV: 10.02

XYZ file:
```
17
Properties=species:S:1:pos:R:3:mulliken_charge:R:1
C -1.3419 1.2371 -0.8040 -1.57
C -0.2439 0.4013 -0.2088 0.64
C 0.9415 0.8457 0.6719 -0.56
C 0.9272 -0.5829 1.2466 -0.38
C 0.4334 -1.5179 0.1289 -0.43
C 0.4450 -0.6575 -1.1088 -0.64
C -0.5228 -0.7037 0.9382 -0.50
H -0.9930 2.0266 -1.4795 0.34
H -1.9820 0.5722 -1.3983 0.37
H -1.9567 1.6795 -0.0154 0.34
H 1.8519 1.1917 0.1712 0.30
H 0.6106 1.5939 1.4042 0.31
H 1.4904 -0.9388 2.0977 0.39
H 0.2523 -2.5804 0.1707 0.43
H 1.4580 -0.3819 -1.4298 0.21
H -0.1295 -0.9930 -1.9743 0.33
H -1.2405 -1.1918 1.5895 0.43
```


Listing energy for the structures above in their given order: -43361.6268; -9883.2469; -335950.7476; -27756.7909; -18589.1185; -95126.9721; -126055.6874; -7418.1217 eV.